Record 1
115
Properties=species:S:1:pos:R:3:forces:R:3 method="wB97M-V/def2-TZVPD" charge=-1
Y -0.270980 -0.386980 1.023957 0.10 0.41 0.90
C -3.144949 2.680870 6.202863 0.00 -0.01 -0.01
C -2.203702 1.499041 6.315973 -0.01 0.03 0.00
O -2.280799 0.669315 5.158352 -0.03 -0.01 -0.01
P -1.142619 0.906547 3.990004 0.00 -0.10 0.08
S -0.433850 -1.019207 3.680338 0.07 -0.07 0.04
S -0.409962 2.137723 0.235669 -0.11 -0.04 -0.47
O -2.119655 0.858639 2.641188 0.16 -0.01 -0.11
C -2.995108 1.989911 2.445064 -0.03 0.00 0.01
C -3.897047 1.734772 1.262035 0.00 -0.02 0.02
H -3.119633 3.280258 7.115326 0.00 0.00 0.00
H -4.166992 2.336695 6.039355 0.00 0.00 0.00
H -2.859376 3.317160 5.363012 0.01 0.01 0.01
H -2.469157 0.868926 7.166138 0.00 0.00 0.00
H -1.175378 1.844846 6.465528 0.00 0.00 0.00
H -2.391578 2.887272 2.293032 0.02 0.00 -0.02
H -3.588340 2.105032 3.355528 0.01 0.01 0.00
H -3.316819 1.658381 0.344919 -0.01 0.01 -0.01
H -4.594076 2.569255 1.159849 0.00 0.00 0.01
H -4.465416 0.815539 1.402361 0.00 0.00 -0.01
C -2.745708 -2.398356 -4.548667 -0.01 0.01 0.02
C -2.058194 -1.299394 -3.739480 0.02 -0.03 0.04
Ge -0.171836 -1.659648 -3.292596 -0.02 -0.02 -0.10
C 0.219590 -3.283639 -2.254976 0.03 0.03 -0.03
C -0.296501 -4.549339 -2.941148 0.01 0.00 0.03
C 0.846713 -1.696502 -4.984009 -0.01 0.00 -0.02
C 1.551430 -0.550284 -5.052267 0.04 0.04 -0.01
Ge 1.201615 0.363484 -3.309333 0.01 -0.02 0.04
C 0.321716 2.098324 -3.630812 0.06 -0.09 -0.02
C 1.218525 3.132478 -4.312718 -0.01 0.01 0.01
C 2.706155 0.422314 -2.032637 -0.04 0.01 -0.04
C 4.079525 0.832342 -2.557639 0.01 -0.01 0.03
C 2.322414 -0.106215 -6.237107 0.00 -0.04 0.03
C 3.391709 0.779465 -6.108665 0.00 0.02 0.03
C 4.121926 1.192691 -7.212881 0.00 0.00 -0.02
C 3.786141 0.739079 -8.480370 0.00 0.00 0.01
C 2.709691 -0.125676 -8.629525 0.00 -0.01 0.00
C 1.986191 -0.538894 -7.522487 -0.01 -0.01 -0.02
H -3.727753 -2.075084 -4.903505 0.00 0.00 0.00
H -2.896713 -3.293705 -3.945953 0.00 0.00 0.00
H -2.155873 -2.681557 -5.424283 0.00 0.00 0.00
H -2.612964 -1.094243 -2.823868 0.00 0.01 0.01
H -2.031041 -0.366551 -4.309875 -0.01 -0.01 -0.02
H -0.171571 -3.217410 -1.242659 -0.02 0.02 0.01
H 1.308666 -3.316363 -2.167462 0.00 0.00 0.01
H -1.384827 -4.597404 -2.908672 -0.01 0.00 0.00
H 0.086308 -5.443800 -2.443823 0.00 0.00 0.00
H 0.011029 -4.598243 -3.989064 0.00 0.00 0.00
H 0.863182 -2.432663 -5.789912 -0.02 0.02 -0.02
H -0.058832 2.466193 -2.678178 0.00 0.02 0.04
H -0.547126 1.887527 -4.260143 -0.01 0.01 0.02
H 2.126346 3.325932 -3.736853 0.01 0.00 0.00
H 0.703723 4.089763 -4.428703 0.00 0.00 0.00
H 1.529513 2.799020 -5.304745 0.00 0.00 0.00
H 2.766439 -0.578489 -1.599390 0.01 -0.01 0.01
H 2.401427 1.079515 -1.213113 -0.01 -0.01 0.01
H 4.442931 0.131218 -3.311741 0.00 0.00 0.00
H 4.806765 0.851640 -1.742178 0.00 0.00 -0.01
H 4.069302 1.829769 -3.006067 0.00 0.00 -0.01
H 3.652491 1.147786 -5.124889 0.00 0.00 -0.02
H 4.951666 1.876446 -7.082123 0.00 0.00 0.00
H 4.349112 1.065461 -9.345745 0.00 0.00 0.00
H 2.426029 -0.471859 -9.616049 0.00 0.00 0.00
H 1.133687 -1.194290 -7.651122 0.01 0.00 0.00
S 3.395274 -3.776634 0.516715 0.03 0.02 0.08
C 2.227978 -2.664824 0.525479 0.01 0.01 -0.05
N 1.382868 -1.848408 0.522604 -0.13 -0.06 -0.06
C -1.406906 6.887046 3.168797 0.00 0.01 0.00
C -1.262539 7.297385 1.851659 0.00 0.00 0.00
C -0.693853 6.441421 0.915977 0.00 -0.01 0.01
C -0.268608 5.162758 1.273669 0.01 0.00 -0.01
C -0.426309 4.765454 2.604721 -0.02 -0.01 0.00
C -0.984742 5.618184 3.545451 0.01 0.00 0.00
Si 0.527276 3.996145 0.032322 0.04 -0.01 0.14
C 2.380305 4.033754 0.318220 0.00 0.01 0.00
C 3.257458 3.708384 -0.716109 -0.01 -0.02 0.01
C 4.629362 3.674549 -0.514681 0.01 0.00 0.00
C 5.150368 3.974580 0.735426 0.00 0.00 0.00
C 4.296111 4.316731 1.773596 0.00 0.00 0.00
C 2.925774 4.346286 1.564234 0.01 0.03 -0.02
H -1.850312 7.552203 3.899863 0.00 0.00 0.00
H -1.595362 8.283738 1.551643 0.00 0.00 0.00
H -0.586586 6.773392 -0.111284 0.00 0.00 0.00
H -0.121343 3.766978 2.905944 0.00 0.00 0.00
H -1.094817 5.290061 4.572539 0.00 0.00 0.00
H 0.294404 4.545352 -1.329825 -0.02 0.00 0.01
H 2.860972 3.463691 -1.695238 -0.01 0.01 -0.01
H 5.290536 3.405220 -1.329462 -0.01 0.01 0.01
H 6.220326 3.938814 0.900594 0.00 0.00 0.00
H 4.697524 4.546503 2.753098 0.00 0.00 0.00
H 2.272442 4.604204 2.389260 0.00 0.00 0.00
F -2.391011 -0.682390 0.055497 0.01 0.03 -0.13
As -3.113401 -2.303960 0.500073 -0.05 -0.05 -0.12
F -3.513569 -1.660881 2.031187 0.01 0.00 -0.02
F -4.624395 -1.817916 -0.142297 0.03 0.01 0.01
F -3.604333 -3.875106 0.953489 0.02 0.02 0.02
F -2.617689 -2.866372 -1.049519 0.02 0.01 0.00
F -1.442626 -2.566725 1.071194 0.01 -0.06 -0.03
C 2.751296 -3.143095 4.713544 0.00 -0.01 -0.01
C 3.497339 -2.070291 3.995943 0.04 -0.01 -0.01
C 4.852704 -2.010135 3.844527 -0.01 -0.05 -0.01
C 5.375359 -0.942414 3.091823 0.00 0.04 -0.05
N 4.622806 -0.024089 2.519987 0.00 0.00 -0.04
C 3.281857 -0.107706 2.646489 0.05 0.01 0.06
S 2.236883 0.989894 1.902564 -0.13 -0.05 -0.13
N 2.762687 -1.102838 3.420984 0.08 0.05 -0.03
C 6.853945 -0.832780 2.875677 0.00 0.00 0.01
H 3.422740 -3.728352 5.337326 0.00 0.00 0.00
H 2.295756 -3.803073 3.971870 -0.02 0.00 0.02
H 1.952829 -2.718906 5.323668 0.00 -0.02 -0.02
H 5.492711 -2.768611 4.270014 0.00 0.00 0.00
H 1.743890 -1.068962 3.571383 -0.15 -0.06 -0.05
H 7.402314 -1.020699 3.799341 0.00 0.00 0.00
H 7.097171 0.152815 2.487838 0.00 0.00 0.00
H 7.165104 -1.582897 2.144943 -0.01 0.00 0.00

Record 2
114
Properties=species:S:1:pos:R:3:forces:R:3 method="wB97M-V/def2-TZVPD" charge=-1
Pb -0.702218 -0.014686 0.026497 -0.30 -0.31 -0.35
S 1.230762 -1.258463 2.507615 0.08 -0.20 0.10
C 1.538720 -2.860538 2.192447 -0.45 0.33 0.30
N 0.768407 -3.858372 2.652830 0.17 0.00 -0.08
C 1.119517 -5.236016 2.327865 0.18 0.02 -0.13
C 2.609496 -5.381971 2.506886 -0.04 0.05 0.05
N 3.284027 -4.458720 1.603304 -0.15 0.11 0.05
C 4.530411 -4.903165 0.977418 -0.09 0.06 -0.09
C 4.325287 -5.584165 -0.361250 -0.08 0.03 0.06
C 3.803354 -6.872144 -0.433155 0.03 0.01 -0.01
C 3.543102 -7.465074 -1.658323 -0.01 -0.02 0.02
C 3.819857 -6.781796 -2.832067 0.02 -0.02 0.00
C 4.375338 -5.512441 -2.772325 -0.03 0.04 0.00
C 4.622463 -4.914632 -1.543694 0.00 -0.02 -0.02
C 2.753707 -3.238908 1.369571 0.47 -0.21 -0.33
S 3.376579 -2.173782 0.275417 -0.09 -0.08 0.04
C -0.477876 -3.544061 3.369421 -0.03 -0.07 -0.03
C -1.021567 -4.693204 4.174146 -0.02 0.00 -0.03
C -2.068565 -5.466270 3.681824 0.03 0.03 0.00
C -2.591041 -6.506817 4.437554 -0.02 -0.01 0.00
C -2.071420 -6.785219 5.693837 0.00 0.00 -0.02
C -1.023804 -6.021182 6.191178 0.01 0.00 0.01
C -0.504428 -4.981134 5.434398 0.01 -0.01 -0.02
H 0.859398 -5.472644 1.293383 -0.13 -0.03 -0.09
H 0.587066 -5.907201 2.993563 0.00 -0.02 0.02
H 2.913858 -6.396325 2.261900 0.00 0.00 -0.02
H 2.893872 -5.171136 3.545294 0.00 -0.06 0.01
H 5.004893 -5.587928 1.683260 0.02 0.00 0.00
H 5.160973 -4.025548 0.848585 0.06 -0.01 0.03
H 3.591048 -7.423918 0.475619 -0.02 0.01 -0.01
H 3.107711 -8.455429 -1.694737 0.01 0.01 0.00
H 3.601458 -7.236930 -3.789665 0.00 0.01 0.01
H 4.597917 -4.975139 -3.686490 0.01 -0.01 0.02
H 5.031962 -3.914514 -1.495599 -0.03 0.02 0.01
H -1.222423 -3.192863 2.652944 -0.01 0.09 -0.05
H -0.252638 -2.703758 4.024678 -0.01 0.05 -0.01
H -2.472394 -5.242499 2.700617 -0.02 0.01 0.03
H -3.410682 -7.096844 4.046436 0.02 0.01 0.00
H -2.485512 -7.591415 6.286454 0.01 0.00 -0.01
H -0.620227 -6.229525 7.174480 0.01 0.00 -0.01
H 0.311021 -4.378828 5.821027 -0.03 0.01 0.01
N 0.729040 3.437196 -1.239495 -0.36 0.09 -0.09
C 0.274445 3.101709 -0.020267 -0.01 0.10 0.26
N -0.796266 3.714501 0.461282 0.24 -0.12 -0.49
S 1.111339 1.901692 0.882513 0.24 0.27 0.09
H 0.018924 3.720560 -1.914306 0.23 0.02 -0.14
H 1.443233 2.821993 -1.591132 -0.03 -0.05 -0.08
H -1.433849 4.147644 -0.199579 0.10 0.05 -0.02
H -1.220805 3.337324 1.316848 -0.01 0.03 0.19
N 1.653824 -2.697292 -2.840077 0.06 -0.12 -0.01
C 0.469118 -2.274170 -2.291838 0.09 0.07 0.00
O 0.199553 -1.059731 -2.299329 -0.14 0.00 -0.15
C -0.398766 -3.290039 -1.766528 0.00 0.08 0.14
C -1.765709 -3.036461 -1.516017 -0.05 0.04 -0.01
N -2.897670 -2.872104 -1.341578 0.09 0.02 0.06
C 0.082692 -4.582270 -1.505475 -0.06 -0.22 -0.06
N 0.480768 -5.650456 -1.289268 0.11 0.03 0.10
H 2.361441 -1.987903 -2.923334 0.00 0.05 0.08
H 1.976781 -3.627761 -2.625790 0.04 -0.01 0.02
C -4.806081 0.017946 -1.979555 0.06 0.09 -0.05
C -4.203299 0.380998 -3.335630 -0.12 -0.33 0.05
C -3.139183 -0.644592 -3.717090 -0.04 0.15 -0.03
C -5.296439 0.419695 -4.400782 0.05 0.08 0.06
O -3.654958 1.701159 -3.289159 -0.04 0.05 -0.11
Si -2.469881 2.364465 -2.378474 0.44 0.34 -0.25
O -1.776808 1.392801 -1.350099 0.10 -0.23 0.30
O -1.355289 3.121094 -3.381372 -0.19 -0.15 0.09
C -0.918970 2.872000 -4.717354 0.15 -0.07 -0.08
C -0.228339 1.507846 -4.795640 -0.11 0.13 0.13
C -2.096689 2.940206 -5.692700 -0.01 0.00 0.24
C 0.061502 3.996374 -5.054750 -0.09 0.00 0.08
O -3.049260 3.752700 -1.679665 0.05 0.13 0.02
C -4.237583 4.064301 -0.968793 -0.33 0.03 0.14
C -5.443675 4.001939 -1.908531 0.20 -0.04 -0.10
C -4.057504 5.492609 -0.458078 0.05 -0.14 -0.06
C -4.427995 3.102722 0.203230 0.18 -0.05 -0.16
H -5.305989 -0.948674 -2.035816 0.02 -0.04 0.03
H -5.530534 0.776883 -1.671512 -0.01 -0.04 -0.04
H -4.019050 -0.051780 -1.227626 -0.04 -0.03 0.02
H -3.550388 -1.650506 -3.622026 0.07 0.02 -0.02
H -2.280402 -0.567756 -3.048712 -0.02 -0.06 -0.03
H -2.805762 -0.492939 -4.747478 0.00 0.04 0.01
H -5.743730 -0.569030 -4.516716 -0.01 0.01 0.00
H -4.876577 0.729103 -5.360209 0.00 -0.01 0.02
H -6.075274 1.132519 -4.120136 0.00 -0.02 -0.01
H -0.833959 0.757447 -4.287632 0.05 -0.06 -0.08
H 0.743312 1.532985 -4.297743 -0.04 -0.02 0.02
H -0.083700 1.203776 -5.834400 0.04 0.00 0.00
H -2.793343 2.127547 -5.499990 -0.03 0.00 -0.05
H -1.740661 2.878098 -6.723017 0.00 0.01 0.02
H -2.627373 3.883963 -5.548094 -0.01 -0.01 -0.06
H 0.982970 3.912452 -4.474411 -0.03 -0.03 0.03
H -0.403397 4.956262 -4.821997 0.01 0.01 -0.07
H 0.317072 3.975102 -6.115688 0.05 -0.01 0.01
H -5.324646 4.724499 -2.719223 -0.01 0.00 0.01
H -6.367430 4.219981 -1.369423 0.01 0.01 0.02
H -5.507507 3.010619 -2.354180 -0.09 0.01 0.00
H -3.858891 6.155803 -1.301695 -0.02 0.03 0.03
H -3.209628 5.537420 0.228769 -0.05 0.07 0.04
H -4.954516 5.832252 0.063666 0.04 0.01 0.02
H -4.433553 2.071956 -0.161587 -0.06 0.08 0.10
H -5.368160 3.307711 0.719634 0.00 -0.01 0.01
H -3.604340 3.206033 0.910035 -0.10 0.00 -0.03
O -2.592726 -1.546088 1.821105 -0.01 0.13 0.08
C -2.772506 -0.455924 2.346232 -0.12 -0.13 0.05
C -3.713495 -0.207328 3.520976 0.03 0.07 0.04
C -3.527194 1.277407 3.806454 0.00 -0.02 -0.09
C -2.519824 1.728221 2.744756 -0.02 -0.34 0.17
O -2.118620 2.885272 2.663365 -0.11 -0.02 0.18
N -2.160230 0.694388 1.947369 -0.01 0.21 -0.05
H -3.435675 -0.853359 4.354255 0.00 -0.03 -0.04
H -4.726821 -0.471136 3.217972 0.01 -0.03 0.00
H -3.123274 1.484676 4.796894 0.02 0.05 -0.01
H -4.437988 1.864982 3.686777 0.01 0.02 0.03

E_tot for every record listed, in sequence, given in eV: -301641.253, -113232.795.
Relative energy (zero: lowest compared OMol25 entry of this formula, charge and spin) for every record listed, in sequence, given in kcal per mole: 0.0, 0.0.